No. 1
DFT (the ωB97M-V functional and the def2-TZVPD basis) results for a single C7H6 molecule.

Cartesian coordinates (Å):
C1 1.903 -0.505 0.027
C2 0.442 -0.223 0.037
C3 -0.191 0.822 -0.573
C4 -1.559 0.879 -0.393
C5 -1.810 -0.365 0.283
C6 -0.553 -0.346 1.356
C7 -0.621 -1.225 0.228
H1 2.388 0.476 -0.014
H2 2.314 -1.049 -0.918
H3 2.183 -1.136 0.885
H4 0.461 1.668 -0.881
H5 -2.240 1.561 -0.877
H6 -2.716 -0.556 0.838

Computed properties:
SMILES = C[C@]12C=C[C@@H]3C1=C32
Gap between HOMO and LUMO = 9.77 eV
E_LUMO = 0.15 eV
E = -270.11375 Eh
M = 90.1 g mol⁻¹



No. 2
DFT (the ωB97M-V functional and the def2-TZVPD basis) results for 2 unconnected molecules or ions with the total composition H4O2.

Cartesian coordinates (Å):
O1 0.362 -1.621 -0.889
H1 -0.010 -0.951 -1.507
H2 0.528 -1.125 -0.056
O2 -0.027 0.945 0.732
H3 0.154 1.888 0.944
H4 -1.007 0.864 0.776

Computed properties:
SMILES = O.O
Gap between HOMO and LUMO = 11.62 eV
E_LUMO = 0.58 eV
E = -152.87060 Eh
M = 36.0 g mol⁻¹



No. 3
DFT (the ωB97M-V functional and the def2-TZVPD basis) results for a molecular structure, C14H2Cl5F3N2O10SV.

Cartesian coordinates (Å):
V1 1.131 -0.800 0.225
O1 -1.820 -3.095 -0.819
C1 -1.211 -2.086 -0.706
O2 -0.005 -1.996 -0.094
C2 -1.713 -0.746 -1.200
C3 -2.857 -0.699 -1.977
C4 -3.318 0.520 -2.430
C5 -2.686 1.709 -2.128
C6 -1.550 1.680 -1.346
C7 -1.054 0.455 -0.872
O3 0.085 0.350 -0.157
N1 -0.851 2.963 -1.085
O4 0.117 2.941 -0.351
O5 -1.303 3.938 -1.635
N2 -4.508 0.553 -3.323
O6 -5.002 -0.516 -3.598
O7 -4.887 1.648 -3.672
H1 -3.384 -1.605 -2.246
H2 -3.061 2.648 -2.512
F1 3.635 1.718 -1.996
C8 3.075 0.562 -2.254
F2 3.482 0.083 -3.400
F3 1.733 0.718 -2.305
S1 3.390 -0.635 -0.857
O8 2.448 -1.727 -1.140
O9 4.761 -0.900 -0.718
O10 2.724 0.097 0.282
Cl1 -0.998 1.246 2.412
C9 0.212 0.212 3.015
C10 0.919 -0.674 2.177
C11 1.793 -1.577 2.778
Cl2 2.568 -2.615 1.650
C12 2.013 -1.642 4.136
Cl3 3.061 -2.812 4.792
C13 1.350 -0.712 4.949
Cl4 1.613 -0.732 6.619
C14 0.456 0.210 4.389
Cl5 -0.360 1.318 5.394

Computed properties:
Total charge = +1
Gap between HOMO and LUMO = 6.11 eV
E_LUMO = -6.80 eV
E = -5338.90266 Eh
M = 675.4 g mol⁻¹



No. 4
DFT (the ωB97M-V functional and the def2-TZVPD basis) results for 2 unconnected molecules or ions with the total composition C4H8O2.

Cartesian coordinates (Å):
O1 0.475 -1.045 1.997
C1 -0.071 -0.247 1.038
C2 -1.098 -0.341 0.236
C3 -0.955 0.948 0.946
H1 1.281 -0.621 2.301
H2 -1.949 -0.944 -0.037
H3 -1.732 1.104 1.696
H4 -0.638 1.865 0.432
C4 1.122 0.007 -1.310
O2 -0.347 -0.013 -1.535
H5 1.512 0.655 -0.494
H6 1.416 0.434 -2.253
H7 1.548 -0.988 -1.128
H8 -0.626 -0.845 -1.949

Computed properties:
SMILES = OC1=CC1.CO
Gap between HOMO and LUMO = 8.02 eV
E_LUMO = 0.80 eV
E = -307.49344 Eh
M = 88.1 g mol⁻¹